80
Properties=species:S:1:pos:R:3:forces:R:3:lowdin_charge:R:1 method="wB97M-V/def2-TZVPD" total_energy_ev=-57445.257 homo_energy_ha=-0.36376 charge=+1 e_lumo_ev=-3.14 gap_ha=0.248
C -0.68533 -0.93370 -4.21936 -0.063 -0.025 0.078 -0.03
O -0.73534 0.22681 -3.38529 -0.171 0.045 -0.008 -0.24
C -0.85316 0.24641 -1.94146 -1.937 -1.365 -1.895 -0.33
C -1.49753 -1.03897 -1.41381 0.325 0.370 -0.790 -0.17
C -0.69878 -2.17133 -1.24866 -0.106 -0.375 0.563 -0.04
C -1.13531 -3.20199 -0.41105 -0.118 0.222 -0.567 -0.04
C -2.44054 -3.15536 0.09320 0.166 -0.018 0.128 -0.06
C -3.30756 -2.14051 -0.31179 -0.236 0.100 -0.327 -0.06
C -2.84975 -1.08972 -1.12158 0.005 -0.434 0.601 -0.04
C -1.71479 1.50846 -1.80223 -0.730 0.402 0.890 -0.34
N -2.11003 2.09979 -0.64861 0.219 -0.643 -1.092 -0.03
C -2.38013 1.36074 0.59910 -0.115 -0.097 0.612 0.02
C -2.38363 3.45937 -0.79419 0.521 -0.248 -0.322 -0.29
C -2.56655 4.31397 0.40258 -0.238 0.520 0.250 0.00
C -2.24448 3.87261 -2.08280 -0.323 -0.430 0.241 -0.46
C -2.20702 5.26925 -2.58131 -0.394 0.569 -0.313 -0.07
S -1.93968 2.54149 -3.14277 0.457 -0.212 1.166 1.28
H -1.50373 -0.83760 -4.94381 0.176 -0.178 0.183 0.10
H 0.26502 -0.91428 -4.76431 -0.095 -0.072 0.117 0.10
H -0.77757 -1.88309 -3.67671 -0.065 0.358 -0.152 0.09
H 0.25761 -2.25457 -1.77157 -0.285 0.174 0.668 0.11
H -0.45289 -4.02365 -0.17648 -0.345 0.198 -0.115 0.12
H -2.77705 -3.93509 0.78300 0.029 0.323 -0.297 0.11
H -4.34908 -2.14464 0.00614 0.217 -0.116 -0.080 0.11
H -3.50438 -0.29614 -1.50035 0.108 -0.254 0.497 0.13
H -2.01554 1.92638 1.46870 -0.048 -0.155 -0.381 0.10
H -3.46228 1.18696 0.71694 0.329 0.273 -0.205 0.12
H -1.89278 0.38179 0.58143 -0.223 0.485 0.007 0.08
H -3.00514 5.26987 0.08857 0.059 -0.290 0.223 0.09
H -3.23783 3.85142 1.13635 0.150 0.191 -0.157 0.09
H -1.60288 4.54244 0.89069 -0.291 -0.216 -0.138 0.11
H -1.91043 5.94463 -1.76746 -0.065 -0.166 -0.304 0.09
H -1.47549 5.36908 -3.39480 -0.187 -0.003 0.278 0.08
H -3.18581 5.59771 -2.96534 0.289 -0.050 0.122 0.10
C -0.57997 -1.62240 7.21403 0.067 0.412 -0.412 -0.06
O -0.41714 -0.42668 6.42194 -0.160 -0.354 -0.164 -0.09
C -0.18783 -0.53652 5.08556 0.160 -0.368 -0.312 -0.26
C 0.04771 0.66822 4.38396 -0.209 -0.619 0.392 0.01
C 0.41885 0.62937 3.05164 0.130 -0.339 -0.015 -0.04
C 0.56053 -0.59082 2.36355 0.145 0.011 0.334 -0.19
C 1.04722 -0.61434 0.94359 -0.427 1.134 -0.832 -0.09
C 0.50063 0.33001 0.11808 0.433 -0.616 1.431 -0.03
C 0.51881 0.52581 -1.35009 1.330 0.643 -0.046 -0.17
C 0.88625 1.95287 -1.75300 0.967 -0.081 0.255 -0.18
C 1.05827 2.27276 -3.10290 0.534 0.235 -0.020 -0.07
C 1.25577 3.59296 -3.49333 -0.007 -0.135 0.094 -0.08
C 1.28492 4.60399 -2.53434 -0.040 0.226 0.082 -0.09
C 1.19882 4.27946 -1.18158 0.093 -0.150 0.010 -0.07
C 1.05923 2.94658 -0.78707 -0.260 0.336 -0.348 -0.02
C 2.05567 -1.63531 0.57048 0.467 -0.155 0.008 -0.15
C 2.77953 -2.29428 1.59279 -0.137 0.045 -0.129 -0.02
C 3.60586 -3.36712 1.33415 0.081 -0.365 -0.784 0.02
C 3.72551 -3.85573 0.01261 -0.470 0.087 -0.142 -0.26
O 4.36089 -5.04445 -0.15291 -0.100 0.229 -0.501 -0.08
C 4.34394 -5.65154 -1.46607 0.083 0.324 0.528 -0.05
C 3.15226 -3.11622 -1.04522 0.387 -0.283 0.500 0.00
C 2.39370 -1.98872 -0.75015 0.010 -0.199 0.304 -0.04
C 0.24367 -1.77567 3.05521 0.046 0.301 -0.374 -0.04
C -0.13219 -1.77032 4.39180 -0.022 0.786 0.510 0.00
H -0.76363 -1.24715 8.21915 0.023 -0.170 -0.071 0.09
H -1.43648 -2.22126 6.87504 0.170 0.187 0.047 0.09
H 0.33232 -2.23414 7.19736 -0.181 0.162 -0.026 0.10
H -0.03867 1.61018 4.91976 0.088 -0.185 -0.048 0.12
H 0.67034 1.56659 2.55291 -0.025 -0.231 0.100 0.11
H -0.10153 1.08135 0.62745 0.162 -0.452 -0.109 0.07
H 1.22943 -0.15131 -1.83155 -0.573 0.409 -0.079 0.13
H 1.03963 1.48364 -3.85246 -0.022 0.322 0.235 0.12
H 1.35257 3.81746 -4.55438 0.076 0.059 0.247 0.12
H 1.39545 5.64663 -2.83766 0.005 -0.294 0.078 0.11
H 1.24415 5.04418 -0.40609 0.135 -0.061 -0.296 0.11
H 1.08131 2.70397 0.27591 -0.130 0.053 -0.326 0.11
H 2.69154 -1.95983 2.62557 -0.077 -0.093 -0.311 0.12
H 4.12450 -3.88757 2.13360 -0.060 0.082 -0.122 0.12
H 4.93866 -6.55585 -1.34228 -0.113 0.100 -0.166 0.09
H 3.31874 -5.90627 -1.77177 0.225 0.097 0.140 0.10
H 4.80270 -4.99411 -2.21820 -0.049 -0.195 0.228 0.09
H 3.28364 -3.42110 -2.08668 0.037 0.178 0.434 0.11
H 2.06597 -1.39422 -1.59445 0.120 -0.529 0.291 0.08
H 0.31534 -2.73392 2.53893 -0.015 0.265 0.095 0.12
H -0.34704 -2.70772 4.90614 0.084 0.306 -0.192 0.11